[1]
ORCA calculation (ωB97M-V/def2-TZVPD) on C52H52AsCl2N5O7STa as an isolated structure.

The geometry in XYZ format:
```
121
Properties=species:S:1:pos:R:3:forces:R:3
Ta -0.047445 -0.183239 0.189921 0.166 1.699 -0.097
O -5.332485 2.377806 4.294316 0.015 0.003 0.024
C -4.256306 1.698718 4.890621 0.000 -0.007 -0.060
C -3.275020 1.325734 3.816367 -0.069 -0.006 0.165
C -2.026542 0.802064 4.131565 0.050 -0.041 -0.008
C -1.173638 0.442323 3.115274 -0.270 0.064 0.075
N -1.478388 0.594426 1.812947 0.390 -0.620 0.204
C -2.680582 1.110284 1.502956 -0.046 0.109 0.217
C -3.592994 1.474566 2.478054 -0.005 0.041 -0.117
C -2.951394 1.308007 0.073267 -0.062 0.028 -0.227
C -4.080732 1.959321 -0.395001 -0.030 0.034 -0.015
C -4.246817 2.157436 -1.758854 -0.144 0.066 0.022
C -5.480452 2.832747 -2.290672 0.025 -0.017 0.038
O -6.135647 3.466904 -1.218865 -0.002 -0.006 -0.023
C -3.239680 1.720435 -2.608416 0.119 -0.090 -0.009
C -2.138594 1.080238 -2.074979 -0.137 0.108 0.026
N -2.007101 0.851667 -0.759590 0.355 -0.230 -0.005
H -5.989326 2.601599 4.962150 -0.004 -0.010 -0.009
H -4.581193 0.775877 5.386910 0.008 -0.004 0.013
H -3.743356 2.310021 5.640898 0.007 0.028 -0.003
H -1.711882 0.666311 5.158878 0.004 0.000 -0.010
H -0.216178 0.011191 3.352221 0.058 0.040 -0.038
H -4.557392 1.883713 2.220599 0.014 -0.016 -0.012
H -4.842586 2.330663 0.272909 0.024 -0.009 0.018
H -6.110143 2.066285 -2.757872 0.000 -0.005 -0.013
H -5.192375 3.541033 -3.074312 0.010 0.016 -0.004
H -6.990146 3.801372 -1.511562 0.003 -0.001 0.007
H -3.296947 1.877504 -3.678067 0.008 -0.008 0.005
H -1.334065 0.743974 -2.710633 0.006 -0.014 -0.019
S 2.071807 -0.351343 -1.006750 -0.406 -0.376 0.299
C 3.566632 -0.374706 -0.047673 -0.017 0.021 -0.084
C 4.687411 -0.879385 -0.707557 0.013 -0.002 0.012
C 5.920525 -0.870337 -0.077226 -0.021 -0.013 -0.034
C 6.053695 -0.345164 1.203126 0.008 0.001 0.003
C 4.943744 0.166032 1.852828 -0.032 -0.034 0.028
C 3.691646 0.130121 1.239840 0.109 0.019 0.015
As 2.150680 0.992759 1.972563 -0.501 -0.271 -0.270
C 2.196730 0.641826 3.868699 0.028 -0.005 0.127
C 2.891749 -0.459648 4.364930 0.029 0.102 -0.003
C 2.879096 -0.743018 5.724496 0.016 -0.005 0.005
C 2.176176 0.070814 6.600283 -0.003 0.005 0.005
C 1.471165 1.163265 6.112323 -0.013 0.012 0.000
C 1.471008 1.442128 4.753634 -0.066 -0.038 -0.027
C 2.731488 2.839129 1.735990 0.103 0.043 -0.103
C 2.727582 3.807649 2.736738 0.104 -0.002 -0.002
C 3.259673 5.068209 2.490216 -0.015 -0.010 -0.017
C 3.780992 5.378692 1.237981 0.008 0.025 0.014
C 3.766392 4.421092 0.229126 0.038 -0.007 0.003
C 3.251391 3.153672 0.479937 -0.052 0.050 0.040
H 4.585226 -1.270862 -1.711805 0.008 0.006 0.005
H 6.786172 -1.260502 -0.596288 0.000 -0.003 0.014
H 7.021394 -0.322790 1.685558 -0.003 0.009 -0.004
H 5.052850 0.605305 2.836393 0.005 0.001 0.034
H 3.472812 -1.081624 3.697954 0.044 -0.011 -0.017
H 3.438506 -1.589149 6.102278 0.000 0.004 -0.006
H 2.182592 -0.139404 7.661506 0.003 -0.004 -0.007
H 0.926073 1.804571 6.793217 0.002 -0.007 -0.004
H 0.885151 2.277094 4.387755 -0.015 0.004 -0.026
H 2.361364 3.583544 3.727032 0.003 0.000 0.016
H 3.293848 5.799576 3.287905 -0.007 -0.007 -0.010
H 4.224722 6.350466 1.059988 -0.003 -0.011 0.002
H 4.194955 4.644837 -0.740013 0.008 -0.002 0.003
H 3.284449 2.404796 -0.303477 -0.003 -0.021 -0.013
O -0.290420 3.166037 1.597455 -0.031 -0.105 -0.047
C 0.016285 2.981824 0.431274 -0.061 0.008 0.013
O 0.189922 1.849217 -0.164770 -0.072 -0.006 -0.002
C 0.241489 4.179960 -0.485836 0.114 0.059 0.007
N 0.563121 5.348416 0.412110 -0.040 -0.051 -0.070
C -0.380845 6.475880 0.083173 -0.015 -0.017 0.019
C -1.615703 5.735129 -0.398252 -0.007 -0.022 0.005
C -1.024504 4.607750 -1.248476 -0.026 0.019 0.004
H 1.089567 3.979517 -1.133955 0.005 0.016 -0.031
H 1.553737 5.604048 0.355908 -0.004 -0.017 0.055
H 0.389082 4.996761 1.365889 -0.009 0.042 0.042
H 0.074339 7.071038 -0.706356 0.005 -0.002 -0.008
H -0.525637 7.093280 0.965376 0.019 0.008 0.004
H -2.284038 6.383585 -0.959667 0.007 0.002 -0.002
H -2.167575 5.333483 0.454344 -0.003 0.004 -0.012
H -0.744957 4.980430 -2.233657 -0.006 -0.014 -0.012
H -1.709387 3.773173 -1.390165 0.005 -0.003 0.019
Cl 1.100951 -3.507663 -0.361349 0.169 -0.508 0.001
C 2.090014 -3.906070 -1.747532 -0.017 0.022 -0.066
C 3.450855 -4.054542 -1.558405 0.011 -0.005 0.054
C 4.265555 -4.305921 -2.650001 0.015 -0.007 0.004
C 3.710803 -4.399890 -3.916212 0.009 0.000 -0.003
C 2.343146 -4.269615 -4.079901 0.031 0.002 0.008
Cl 1.663281 -4.406846 -5.666262 -0.002 -0.003 -0.023
C 1.486042 -4.031076 -2.999739 -0.041 -0.005 0.036
N 0.109389 -3.866388 -3.179161 0.009 0.014 0.027
C -0.797965 -4.684008 -2.429382 0.079 -0.014 -0.008
C -0.544692 -6.024425 -2.177799 0.036 -0.021 -0.001
C -1.441799 -6.775114 -1.432996 -0.023 0.019 0.006
C -2.605067 -6.191174 -0.949016 0.021 -0.016 -0.020
C -2.861036 -4.852585 -1.207555 -0.007 0.027 0.003
C -1.958319 -4.093402 -1.941659 -0.099 0.026 0.053
C -2.210784 -2.618998 -2.195733 -0.090 -0.038 -0.043
C -1.360914 -1.773619 -1.321392 0.067 0.060 0.111
O -1.561845 -1.685175 -0.055455 0.192 -0.006 -0.135
O -0.421319 -1.025604 -1.747353 0.037 -0.019 0.215
H 3.864767 -3.962746 -0.563087 -0.003 -0.005 -0.007
H 5.330917 -4.433079 -2.515613 -0.008 0.002 0.001
H 4.330856 -4.593999 -4.780419 -0.013 0.001 -0.001
H -0.126163 -3.839880 -4.164042 -0.002 -0.011 -0.020
H 0.357717 -6.477332 -2.571066 -0.008 -0.001 0.004
H -1.242923 -7.822683 -1.250490 -0.003 0.001 -0.001
H -3.320948 -6.781772 -0.393252 0.006 0.003 0.001
H -3.777585 -4.397711 -0.849112 0.010 -0.008 0.000
H -3.247796 -2.389641 -1.938083 0.006 0.021 -0.011
H -2.025412 -2.335726 -3.229586 0.012 -0.022 -0.003
C -0.727886 -4.523942 3.330572 0.066 -0.033 -0.091
N 0.128222 -3.434747 2.852266 0.006 0.097 -0.014
C 1.571066 -3.526231 3.108074 -0.091 -0.184 0.025
C -0.360672 -2.461442 2.161155 0.779 0.430 -0.045
O 0.407730 -1.502258 1.728219 -0.731 -0.173 -0.403
H -0.448287 -5.443690 2.818376 -0.001 -0.010 0.022
H -1.767880 -4.290505 3.117991 -0.004 -0.022 0.010
H -0.582854 -4.644306 4.401682 -0.025 0.002 0.006
H 1.716383 -3.958495 4.094899 0.005 0.020 0.012
H 2.006173 -2.536491 3.056870 0.006 -0.030 0.010
H 2.027288 -4.166999 2.353993 -0.024 -0.029 0.012
H -1.418007 -2.442806 1.932918 -0.125 -0.125 0.147
```
Positions in Å, forces in eV/Å.

The value obtained for the energy above the lowest of the compared OMol25 structures with the same formula, charge and spin is 7.95 kcal/mol. Its HOMO energy is -14.0 eV. For the total energy, the calculation gives -6423.9929 Eh. The net charge is +3.

***

[2]
ORCA calculation (ωB97M-V/def2-TZVPD) on C52H52ClN5O3P2Ti as an isolated structure.

The geometry in XYZ format:
```
116
Properties=species:S:1:pos:R:3:forces:R:3
Ti -0.511754 1.545889 -0.059373 -0.269 2.315 0.622
C -0.984250 4.056005 2.406301 -1.117 0.816 -0.364
P -0.751127 4.238984 0.475537 0.855 -0.614 0.001
C -2.024406 5.107649 -0.536689 -0.605 -0.465 0.745
C -3.270439 5.378170 -0.003234 -0.497 0.186 0.631
C -4.321570 5.808406 -0.806517 -0.300 0.021 -0.033
C -4.172941 5.889747 -2.191443 -0.177 -0.012 0.549
C -2.922419 5.633593 -2.719319 0.463 0.251 -0.541
C -1.845701 5.319103 -1.903611 0.075 -0.784 0.229
C 0.547501 5.482433 0.298068 0.278 -0.246 0.025
C 0.234136 6.810680 0.514267 -0.453 0.368 0.426
C 1.212761 7.785316 0.546521 0.058 0.108 -0.219
C 2.538202 7.452600 0.294768 -0.183 -0.734 0.193
C 2.850291 6.115731 0.050586 0.180 0.078 -0.310
C 1.858816 5.144724 0.009607 0.081 -0.166 0.229
C -0.180931 2.892908 2.922147 0.127 0.001 1.253
C 0.632431 2.782172 4.101819 -1.275 1.246 -1.162
C 1.446143 1.675689 3.911435 0.326 -1.630 -1.775
C 1.105737 1.131738 2.631568 -0.981 0.492 1.556
C 1.839408 0.214658 1.747877 0.406 -1.113 -1.114
P 2.007219 1.085587 -0.010881 0.807 -0.524 0.518
C 1.857476 0.143049 -1.572067 -0.248 -0.884 -0.066
C 2.138586 0.739343 -2.808526 -0.416 0.632 -0.109
C 1.754722 0.148801 -4.014088 0.308 0.262 0.671
C 1.139845 -1.089741 -4.001680 -0.156 -0.115 -0.604
C 0.957818 -1.730036 -2.802144 0.012 -0.974 0.564
C 1.319152 -1.134736 -1.601758 -0.193 -0.145 0.239
C 3.814270 1.247727 0.031581 0.523 0.392 -0.248
C 4.425943 2.290270 0.709076 -0.798 0.537 0.126
C 5.792509 2.338717 0.863255 0.779 0.584 0.676
C 6.608747 1.306657 0.424327 -0.039 0.228 0.099
C 6.005723 0.262194 -0.246558 -0.001 -0.375 -0.297
C 4.634697 0.252440 -0.496170 0.039 -0.263 0.002
N -0.019564 1.788049 2.132611 1.491 0.562 -1.226
H -2.081250 3.955068 2.606732 0.695 0.172 -0.139
H -0.625918 4.997794 2.869414 -0.357 -0.498 -0.217
H -3.423466 5.276455 1.078282 -0.074 0.021 -0.429
H -5.260870 6.061379 -0.324482 0.002 -0.067 -0.168
H -5.002595 6.143320 -2.851098 0.177 0.000 0.284
H -2.768961 5.697287 -3.796023 0.021 -0.006 0.249
H -0.884660 5.099148 -2.326622 0.348 0.029 -0.339
H -0.805629 7.080831 0.687369 0.175 0.092 0.052
H 0.915123 8.797025 0.763689 0.087 0.246 -0.043
H 3.325014 8.187996 0.308366 0.034 0.172 0.036
H 3.875440 5.817597 -0.129543 0.029 0.087 -0.078
H 2.075392 4.110330 -0.234611 0.226 0.040 0.104
H 0.666067 3.460225 4.965092 -0.129 -0.277 -0.653
H 2.189045 1.246147 4.593232 -0.247 0.419 -0.421
H 1.394383 -0.792204 1.601165 0.257 0.329 0.107
H 2.872280 0.123875 2.113899 -0.340 -0.294 -0.211
H 2.571663 1.733400 -2.832865 0.079 0.000 -0.011
H 1.936617 0.654924 -4.948055 0.063 0.130 -0.057
H 0.813025 -1.563982 -4.928483 0.166 0.154 0.243
H 0.603577 -2.759328 -2.769191 -0.165 0.226 -0.069
H 1.205966 -1.692374 -0.676873 -0.202 0.013 -0.074
H 3.778569 3.075633 1.100749 0.352 -0.011 0.079
H 6.243865 3.181858 1.389721 -0.184 -0.181 -0.157
H 7.690652 1.325697 0.597303 -0.515 -0.012 -0.084
H 6.622728 -0.561221 -0.579691 -0.092 -0.059 -0.201
H 4.208482 -0.538111 -1.105483 0.068 -0.015 0.174
O -2.407873 1.941791 -3.622984 0.354 -0.040 1.614
C -2.142445 1.937705 -2.428228 0.101 0.237 -2.238
O -0.931155 1.831409 -1.914282 0.209 -0.339 0.178
C -3.191384 2.041962 -1.386841 -0.193 -0.242 1.392
C -4.573790 2.128887 -1.676878 1.359 -0.221 0.026
C -5.446930 2.153599 -0.614796 0.269 -0.097 0.846
C -4.905287 2.010601 0.671281 -1.007 0.262 0.537
C -3.547034 1.887049 0.885298 0.529 -0.082 -0.232
N -2.645237 1.926059 -0.123750 -2.764 0.041 -0.726
H -4.910191 2.096863 -2.710802 0.275 0.253 0.178
H -6.522605 2.251643 -0.745763 0.251 -0.078 -0.034
H -5.581810 2.004216 1.546588 0.533 -0.053 -0.610
H -3.156205 1.712262 1.890466 -0.019 0.167 -0.267
C -1.787400 -7.017577 -0.339129 -0.078 -0.934 0.217
C -2.273148 -5.929760 0.631143 0.061 0.449 0.093
C -3.450635 -5.310901 -0.129621 -0.715 0.185 -0.540
C -2.780632 -6.630034 1.915213 0.175 -0.124 -0.249
C -1.130106 -4.829381 0.921268 0.772 -0.746 -0.219
O -0.665655 -4.380390 -0.363708 0.136 0.235 0.779
C 0.056974 -5.451580 1.732008 -0.464 -0.902 -0.212
C 1.479211 -4.842535 1.726236 0.675 0.132 0.439
C 2.258789 -4.882092 0.403852 -0.190 -0.063 -0.258
C 2.228264 -6.039759 -0.415198 0.003 0.900 0.361
C 2.640114 -5.991592 -1.738478 0.616 0.956 0.018
C 3.196805 -4.798799 -2.217129 -0.237 0.086 0.013
Cl 3.737387 -4.689910 -3.879654 -0.234 -0.061 0.376
C 3.334413 -3.681122 -1.401182 0.190 -0.154 0.092
C 2.922141 -3.736151 -0.070510 -0.629 -0.964 -0.329
C -1.686211 -3.676516 1.826593 -1.302 0.207 -0.052
N -1.834341 -2.380643 1.158507 -0.636 2.467 -1.043
C -1.312430 -1.154630 1.408046 0.997 -1.158 -0.243
N -1.276300 -0.417632 0.290181 0.231 -0.664 1.434
C -1.945019 -1.188973 -0.596269 -0.650 0.221 -0.348
N -2.408338 -2.280895 -0.085558 0.826 -1.977 -0.327
H -2.600995 -7.773526 -0.476791 0.527 0.658 0.134
H -0.938738 -7.594421 0.044986 0.014 0.127 -0.061
H -1.543572 -6.638295 -1.331593 0.048 0.138 0.133
H -4.197230 -6.111434 -0.306837 0.292 0.409 0.213
H -3.152850 -4.965812 -1.133183 0.098 -0.032 0.460
H -3.979169 -4.465136 0.332987 0.258 -0.280 0.168
H -3.663666 -7.230763 1.642739 0.367 0.118 0.185
H -3.091673 -5.956828 2.719560 0.036 0.063 -0.137
H -2.009624 -7.301375 2.322485 -0.271 0.131 -0.083
H 0.152266 -4.871195 -0.550625 -0.265 0.206 -0.029
H 0.133187 -6.486636 1.378599 0.173 0.105 0.123
H -0.289545 -5.548758 2.772408 0.222 0.059 -0.205
H 2.074875 -5.399177 2.486806 -0.491 0.227 -0.356
H 1.473450 -3.800585 2.095480 -0.083 -0.282 -0.210
H 1.908215 -6.969113 0.025643 -0.406 -0.178 -0.123
H 2.556520 -6.809162 -2.426060 0.014 -0.481 0.025
H 3.710973 -2.754970 -1.826451 0.184 -0.230 0.112
H 3.085983 -2.902102 0.595790 -0.209 0.268 -0.039
H -1.118601 -3.504176 2.754400 0.047 -0.033 -0.569
H -2.691409 -4.003546 2.134302 0.303 0.272 0.021
H -0.941014 -0.844429 2.363223 0.381 0.069 0.244
H -2.070871 -0.915038 -1.633088 -0.258 0.019 0.063
```
Positions in Å, forces in eV/Å.

The spin multiplicity is 2. The value obtained for the energy above the lowest of the compared OMol25 structures with the same formula, charge and spin is 0.00 kcal/mol. Its HOMO energy (alpha / beta) is -9.4 / -9.4 eV. For the total energy, the calculation gives -4504.4680 Eh. The net charge is +1. The expectation value of S² is 0.75.